Entry 1:
The following is a DFT calculation (wB97M-V/def2-TZVPD) of a single C4H8N2O molecule.

Structure (SMILES): CNC/C=C\N=O
Energy relative to the best compared isomer or geometry (same formula, charge and spin), kcal/mol: 136.1
Orbital gap (alpha / beta), eV: 7.9 / 7.9
Max |F|, eV/A: 5.10

Each line ends with the Mulliken charge.
Element x y z (Å)
1 C -1.6912 0.0914 -0.1837  -0.918
2 N -0.3221 -0.2159 -0.5038  -0.266
3 C 0.4996 -0.5561 0.5390  -0.469
4 C 1.7461 0.3887 0.7920  -0.096
5 C 3.0771 0.4668 0.5171  -0.248
6 N 3.8419 -0.1907 -0.4115  -0.092
7 O 5.0417 -0.1083 -0.4651  -0.345
8 H -2.1587 -0.7397 0.4640  0.314
9 H -1.9450 1.1292 0.1698  0.273
10 H -2.3246 0.0139 -1.0997  0.310
11 H -0.0960 0.5399 -1.1732  0.272
12 H 0.8813 -1.5417 0.4093  0.346
13 H 0.0889 -0.7038 1.5991  0.299
14 H 1.4466 1.1863 1.5251  0.231
15 H 3.5845 1.2742 1.0046  0.390

Entry 2:
The following is a DFT calculation (wB97M-V/def2-TZVPD) of a molecular structure, C4H8N2O.

Energy relative to the best compared isomer or geometry (same formula, charge and spin), kcal/mol: 99.7
Orbital gap, eV: 9.6
Max |F|, eV/A: 2.50

Each line ends with the Mulliken charge.
Element x y z (Å)
1 C 1.6854 -0.4214 -0.6456  -1.310
2 C 0.2243 -0.2128 -0.3312  0.585
3 C -0.6745 -1.3333 -0.0213  -0.485
4 N -0.1886 -0.4514 1.0810  -0.551
5 C -0.3145 1.1164 0.0720  0.729
6 O 0.5164 1.8397 0.6520  -0.720
7 N -1.6411 1.4882 -0.1004  -0.541
8 H 2.0389 -1.4092 -0.3181  0.365
9 H 1.8621 -0.3191 -1.7179  0.321
10 H 2.2777 0.3367 -0.1272  0.279
11 H -1.7249 -1.2473 -0.3475  0.150
12 H -0.3194 -2.3535 -0.1704  0.297
13 H 0.5309 0.1521 1.6066  0.407
14 H -2.2990 0.7447 -0.2947  0.224
15 H -1.9737 2.0701 0.6628  0.250

Entry 3:
The following is a DFT calculation (wB97M-V/def2-TZVPD) of a single C4H8N2O molecule.

Structure (SMILES): O=C1NCCCN1
Energy relative to the best compared isomer or geometry (same formula, charge and spin), kcal/mol: 2.6
Orbital gap, eV: 10.2
Max |F|, eV/A: 0.25

Each line ends with the Mulliken charge.
Element x y z (Å)
1 O 2.7717 -0.4689 0.1383  -0.665
2 C 1.5781 -0.2985 -0.0581  0.295
3 N 0.6677 -1.3223 -0.1085  -0.125
4 C -0.7360 -1.0782 -0.3666  -0.525
5 C -1.1627 0.1303 0.4623  -0.585
6 C -0.3396 1.3379 0.0157  -0.518
7 N 1.0326 0.9488 -0.2986  -0.184
8 H 1.0002 -2.2103 0.2269  0.235
9 H -0.8973 -0.8765 -1.4365  0.234
10 H -1.3053 -1.9759 -0.1111  0.379
11 H -0.9733 -0.0983 1.5178  0.303
12 H -2.2278 0.3544 0.3478  0.331
13 H -0.3372 2.0993 0.8055  0.258
14 H -0.8071 1.7874 -0.8708  0.318
15 H 1.7359 1.6707 -0.2639  0.249

Entry 4:
The following is a DFT calculation (wB97M-V/def2-TZVPD) of a molecular structure, C4H8N2O.

Energy relative to the best compared isomer or geometry (same formula, charge and spin), kcal/mol: 145.4
Orbital gap (alpha / beta), eV: 8.5 / 8.5
Max |F|, eV/A: 3.96

Each line ends with the Mulliken charge.
Element x y z (Å)
1 C -0.2781 1.0741 1.9424  -0.799
2 N 0.1523 -0.0504 1.1502  -0.066
3 C -0.6422 -0.4268 0.0851  0.371
4 C 0.1118 -0.1674 -1.2135  0.123
5 C 0.6002 -1.1756 -1.9865  -0.822
6 O 1.4356 0.3810 0.0810  -0.401
7 N -1.8212 -0.8581 0.2233  -0.723
8 H 2.3124 0.7897 0.1970  0.240
9 H -2.1632 -1.2184 -0.6711  0.297
10 H -0.1824 0.7594 -1.6962  0.277
11 H -0.3972 2.0018 1.3696  0.274
12 H 0.4247 1.2315 2.7616  0.255
13 H -1.2644 0.8029 2.3374  0.412
14 H 0.9156 -2.1113 -1.5422  0.262
15 H 0.7959 -1.0325 -3.0382  0.301

Entry 5:
The following is a DFT calculation (wB97M-V/def2-TZVPD) of a molecular structure, C4H8N2O.

Energy relative to the best compared isomer or geometry (same formula, charge and spin), kcal/mol: 158.6
Orbital gap (alpha / beta), eV: 8.0 / 8.0
Max |F|, eV/A: 1.38

Each line ends with the Mulliken charge.
Element x y z (Å)
1 C 0.4655 0.2692 0.5584  0.247
2 C 1.3813 0.2311 -0.5528  -0.442
3 C -0.3070 1.5515 0.7949  -1.409
4 N 0.2479 -1.1372 -1.3404  -0.254
5 C -0.5956 -0.9353 -0.0790  0.477
6 O 0.2093 -2.1003 -0.2262  -0.367
7 N -1.8739 -0.8631 0.0539  -0.776
8 H -0.2336 -1.5810 -2.1337  0.325
9 H 0.8608 -0.1744 1.4703  0.349
10 H -2.2476 -1.5471 0.7057  0.214
11 H 2.3025 -0.3329 -0.4978  0.270
12 H 1.3361 1.0112 -1.3058  0.281
13 H 0.3161 2.3086 1.2747  0.389
14 H -1.1740 1.3413 1.4218  0.349
15 H -0.6876 1.9584 -0.1439  0.345

Entry 6:
The following is a DFT calculation (wB97M-V/def2-TZVPD) of 2 unconnected molecules or ions with the total composition C4H8N2O.

Structure (SMILES): CC(=O)C#N.CN
Energy relative to the best compared isomer or geometry (same formula, charge and spin), kcal/mol: 44.7
Orbital gap, eV: 10.1
Max |F|, eV/A: 1.13

Each line ends with the Mulliken charge.
Element x y z (Å)
1 C 0.1838 -1.7976 1.2674  -1.001
2 C -0.9632 -1.3328 0.4178  0.808
3 O -1.4481 -1.9427 -0.5024  -0.516
4 C -1.5725 -0.0417 0.8459  0.161
5 N -2.0530 0.9550 1.1850  -0.402
6 H -0.2060 -2.1262 2.2387  0.349
7 H 0.6800 -2.6357 0.7750  0.281
8 H 0.8860 -0.9779 1.4387  0.292
9 C 0.8026 1.9017 -0.8379  -0.815
10 N 0.3922 0.5387 -1.1721  -0.486
11 H 1.7934 1.8757 -0.3735  0.279
12 H 0.1002 2.3132 -0.1057  0.293
13 H 0.8470 2.5894 -1.6959  0.297
14 H 1.0556 0.1197 -1.8176  0.209
15 H -0.4977 0.5612 -1.6634  0.251

Entry 7:
The following is a DFT calculation (wB97M-V/def2-TZVPD) of a single C4H8N2O molecule.

Structure (SMILES): C=N/N=C\CCO
Energy relative to the best compared isomer or geometry (same formula, charge and spin), kcal/mol: 104.4
Orbital gap, eV: 9.7
Max |F|, eV/A: 5.08

Each line ends with the Mulliken charge.
Element x y z (Å)
1 C -0.0353 1.7504 -1.9152  -0.289
2 N -0.1595 0.8870 -0.9343  -0.179
3 N 0.1880 -0.3980 -1.4262  -0.541
4 C -0.1079 -1.3078 -0.5404  0.030
5 C -0.5866 -1.1954 0.8954  -0.668
6 C 0.4066 -0.5723 1.7790  -0.146
7 O 0.3897 0.7664 1.6946  -0.545
8 H 0.1944 1.5951 -3.0887  0.246
9 H -0.3492 2.7950 -1.7958  0.250
10 H -0.2268 -2.4285 -0.8641  0.262
11 H -0.9338 -2.2677 1.1061  0.317
12 H -1.4436 -0.4863 0.7837  0.342
13 H -0.0066 -0.7657 2.8435  0.201
14 H 1.4009 -1.1749 1.8363  0.225
15 H -0.0136 1.1302 0.8316  0.494

Entry 8:
The following is a DFT calculation (wB97M-V/def2-TZVPD) of a single C4H8N2O molecule.

Energy relative to the best compared isomer or geometry (same formula, charge and spin), kcal/mol: 88.5
Orbital gap, eV: 10.0
Max |F|, eV/A: 0.63

Each line ends with the Mulliken charge.
Element x y z (Å)
1 N 0.0161 -2.6656 1.2128  -0.175
2 C -0.5749 -1.6983 0.5187  -0.344
3 O -0.6769 -0.6397 1.3550  -0.248
4 C -0.7858 0.5733 0.6385  -0.303
5 N 0.4878 0.8355 0.0128  -0.292
6 C 0.5610 1.9429 -0.9153  -0.295
7 C 0.5858 0.5409 -1.4045  -0.436
8 H 0.3984 -2.5125 2.1428  0.208
9 H 0.2521 -3.5203 0.7377  0.257
10 H -1.6173 0.5001 -0.0824  0.371
11 H -0.9911 1.3535 1.3752  0.316
12 H -0.3414 2.5246 -1.1025  0.239
13 H 1.4770 2.5261 -0.8565  0.228
14 H -0.3047 0.1627 -1.9055  0.229
15 H 1.5140 0.0768 -1.7270  0.245

Entry 9:
The following is a DFT calculation (wB97M-V/def2-TZVPD) of 2 unconnected molecules or ions with the total composition C4H8N2O.

Energy relative to the best compared isomer or geometry (same formula, charge and spin), kcal/mol: 138.7
Orbital gap, eV: 9.2
Max |F|, eV/A: 4.17

Each line ends with the Mulliken charge.
Element x y z (Å)
1 C 0.5092 1.0164 -0.2473  -0.563
2 C 0.0064 0.0982 -1.0932  0.006
3 C 0.7109 0.6517 1.0883  0.453
4 C -0.3934 0.1495 -2.5383  -1.198
5 N 1.1911 1.1528 2.0415  -0.518
6 N -0.1590 -0.8983 3.0608  -0.466
7 O -0.3843 -1.0148 1.7356  -0.462
8 H 0.5699 1.9804 -0.6836  0.381
9 H -0.1563 -0.8028 -0.6661  0.490
10 H -1.4658 0.2132 -2.7647  0.282
11 H 0.2503 0.9074 -2.9765  0.304
12 H -0.1709 -0.7005 -3.0718  0.379
13 H 0.9276 0.6072 3.0084  0.471
14 H 0.5638 -1.6084 3.1748  0.241
15 H -0.9543 -1.0382 3.6110  0.200

Entry 10:
The following is a DFT calculation (wB97M-V/def2-TZVPD) of a molecular structure, C4H8N2O.

Energy relative to the best compared isomer or geometry (same formula, charge and spin), kcal/mol: 39.4
Orbital gap, eV: 10.7
Max |F|, eV/A: 0.52

Each line ends with the Mulliken charge.
Element x y z (Å)
1 C 1.8030 0.0797 0.4331  -1.260
2 C 0.7723 -0.3590 -0.5777  0.199
3 O 0.0909 -1.5847 -0.1578  -0.425
4 C -1.0874 -0.9159 0.0450  0.256
5 N -2.1659 -1.3018 0.5613  -0.660
6 C -0.5927 0.3761 -0.5897  0.161
7 N -0.7244 1.6733 0.0288  -0.620
8 H 1.3630 0.1447 1.4336  0.284
9 H 2.2053 1.0626 0.1662  0.317
10 H 2.6233 -0.6452 0.4621  0.353
11 H 1.2179 -0.5124 -1.5645  0.298
12 H -2.0875 -2.2754 0.8624  0.279
13 H -0.9676 0.4175 -1.6143  0.303
14 H -1.4001 2.2340 -0.4753  0.260
15 H -1.0502 1.6064 0.9869  0.254

Entry 11:
The following is a DFT calculation (wB97M-V/def2-TZVPD) of a single C4H8N2O molecule.

Structure (SMILES): C[C@](O)(C#N)CN
Energy relative to the best compared isomer or geometry (same formula, charge and spin), kcal/mol: 32.5
Orbital gap, eV: 11.0
Max |F|, eV/A: 1.11

Each line ends with the Mulliken charge.
Element x y z (Å)
1 C 0.7292 1.4637 -0.2683  -1.488
2 C 0.6029 0.0214 0.2326  1.274
3 O 0.4424 -0.0098 1.6250  -0.594
4 C 1.8418 -0.7253 -0.0989  -0.090
5 N 2.7784 -1.3363 -0.3936  -0.454
6 C -0.5845 -0.7349 -0.4511  -0.718
7 N -1.7968 -0.5534 0.3396  -0.598
8 H 1.5674 1.9561 0.2316  0.363
9 H -0.1869 2.0128 -0.0242  0.336
10 H 0.8910 1.5002 -1.3512  0.354
11 H -0.5283 -0.0729 1.7422  0.445
12 H -0.3401 -1.7994 -0.4934  0.452
13 H -0.6900 -0.3790 -1.4829  0.311
14 H -2.2766 -1.4335 0.4820  0.208
15 H -2.4500 0.0903 -0.0895  0.199

Entry 12:
The following is a DFT calculation (wB97M-V/def2-TZVPD) of a single C4H8N2O molecule.

Structure (SMILES): C[C@@]12CN1[C@@]2(N)O
Energy relative to the best compared isomer or geometry (same formula, charge and spin), kcal/mol: 73.6
Orbital gap, eV: 10.2
Max |F|, eV/A: 1.19

Each line ends with the Mulliken charge.
Element x y z (Å)
1 C 1.5162 -0.0692 1.1185  -1.369
2 C 0.4462 -0.3077 0.1028  0.897
3 C -0.4059 -1.5000 -0.0495  -0.577
4 N -1.0318 -0.3008 0.4629  -0.698
5 C -0.4421 0.6949 -0.4897  0.587
6 N -0.6892 0.8681 -1.8666  -0.549
7 O -0.5293 1.8777 0.2145  -0.586
8 H 1.3673 -0.7280 1.9799  0.338
9 H 2.5116 -0.2520 0.7026  0.309
10 H 1.4684 0.9722 1.4519  0.297
11 H -0.7464 -1.8847 -1.0090  0.196
12 H -0.2740 -2.2563 0.7241  0.247
13 H -0.7734 -0.0142 -2.3578  0.234
14 H -1.5178 1.4346 -2.0145  0.266
15 H -0.8997 1.4655 1.0300  0.406

Entry 13:
The following is a DFT calculation (wB97M-V/def2-TZVPD) of a molecular structure, C4H8N2O.

2S+1: 3
Energy relative to the best compared isomer or geometry (same formula, charge and spin), kcal/mol: 34.9
Orbital gap (alpha / beta), eV: 6.4 / 6.7
Max |F|, eV/A: 5.21
⟨S²⟩: 2.009

Each line ends with the Mulliken spin population.
Element x y z (Å)
1 C -1.3860 -0.8694 -0.4727  0.720
2 C 0.6362 2.0414 -0.4879  0.002
3 C 1.0716 -1.2189 0.8520  -0.001
4 C 0.4567 -0.3903 -0.2441  0.227
5 N -2.3510 -0.0477 -0.2931  0.886
6 N 0.2351 1.0082 0.1709  0.004
7 O 1.2912 2.1799 -1.5282  0.015
8 H -1.5010 -1.9698 -0.7428  0.100
9 H 0.3941 2.9656 0.0080  0.002
10 H 0.5264 -0.9434 1.7370  0.004
11 H 1.0722 -2.2788 0.6629  -0.007
12 H 2.1498 -0.8938 1.0596  0.007
13 H 0.9229 -0.4114 -1.2385  -0.002
14 H -3.2708 -0.4382 -0.4936  0.037
15 H -0.2473 1.2665 1.0106  0.007

Entry 14:
The following is a DFT calculation (wB97M-V/def2-TZVPD) of 2 unconnected molecules or ions with the total composition C4H8N2O2.

Structure (SMILES): CN(N)C(=O)O.C#C
Energy relative to the best compared isomer or geometry (same formula, charge and spin), kcal/mol: 103.5
Orbital gap, eV: 10.2
Max |F|, eV/A: 4.47

Each line ends with the Mulliken charge.
Element x y z (Å)
1 C -0.9822 1.3125 -0.4279  -0.750
2 N -0.9102 0.4324 0.6269  0.418
3 N -1.2852 0.7699 1.9004  -0.815
4 C -0.7608 -0.9044 0.5178  0.558
5 O -0.7742 -1.6875 1.4155  -0.574
6 O -0.4608 -1.3285 -0.8656  -0.454
7 H -0.9993 2.3783 -0.0171  0.249
8 H -0.1273 1.1578 -1.1201  0.254
9 H -1.9972 1.3540 -0.9523  0.279
10 H -0.7199 0.1889 2.5659  0.292
11 H -2.2605 0.5809 2.1205  0.237
12 H -0.1042 -2.1732 -0.7583  0.298
13 C 2.7009 -0.6016 -1.8357  -0.312
14 C 2.8696 -0.3547 -0.6500  -0.456
15 H 2.5629 -0.9340 -2.8184  0.399
16 H 3.2484 -0.1910 0.2984  0.377

Entry 15:
The following is a DFT calculation (wB97M-V/def2-TZVPD) of a single C4H8N2O2 molecule.

Structure (SMILES): C=C/C(=N/O)N(C)O
Energy relative to the best compared isomer or geometry (same formula, charge and spin), kcal/mol: 218.8
Orbital gap, eV: 8.5
Max |F|, eV/A: 13.70

Each line ends with the Mulliken charge.
Element x y z (Å)
1 C 2.1142 -0.9959 1.4949  -0.737
2 C 1.2748 -0.0461 0.9498  -0.210
3 C 0.4443 -0.1123 -0.2982  0.529
4 N 1.1909 -0.4362 -1.3787  -0.376
5 O 0.3958 -0.4549 -2.5772  -0.461
6 N -0.7445 0.5184 -0.2928  0.229
7 C -1.7417 0.0713 0.3187  -0.821
8 O -1.0352 1.3176 -1.5205  -0.499
9 H 2.4005 -2.2148 1.1420  0.213
10 H 2.4561 -0.9698 2.5188  0.315
11 H 0.8579 0.9371 1.5173  0.237
12 H -0.3225 0.3748 -2.4255  0.437
13 H -1.5882 -0.0769 1.5863  0.241
14 H -2.7022 0.7748 0.1666  0.261
15 H -2.1263 -1.0247 0.1850  0.276
16 H -0.8738 2.3376 -1.3866  0.367

Entry 16:
The following is a DFT calculation (wB97M-V/def2-TZVPD) of a single C4H8N2O2 molecule.

Structure (SMILES): CO[C@H]1ON=C[C@H]1N
Energy relative to the best compared isomer or geometry (same formula, charge and spin), kcal/mol: 107.6
Orbital gap, eV: 10.7
Max |F|, eV/A: 4.48

Each line ends with the Mulliken charge.
Element x y z (Å)
1 C -2.3725 0.1278 -0.2401  -0.761
2 O -1.0069 0.4069 -0.2511  -0.344
3 C -0.0722 -0.1491 0.7210  -0.035
4 O -0.1654 -1.4898 0.6983  -0.239
5 N 0.7251 -1.9669 -0.3184  -0.371
6 C 1.5530 -0.9687 -0.6437  -0.318
7 C 1.3849 0.1428 0.3971  0.205
8 N 1.5989 1.5774 0.0887  -0.690
9 H -3.0434 0.0567 0.6021  0.356
10 H -2.5828 -0.9145 -0.6139  0.270
11 H -2.8143 0.8655 -1.0439  0.224
12 H -0.4306 0.1463 1.7327  0.391
13 H 2.2997 -1.2087 -1.3837  0.421
14 H 2.0611 -0.1262 1.2334  0.264
15 H 0.6748 1.9544 -0.2264  0.352
16 H 2.1905 1.5461 -0.7519  0.275

Entry 17:
The following is a DFT calculation (wB97M-V/def2-TZVPD) of a single C4H8N2O2 molecule.

Structure (SMILES): C=C(N(C)C)[N+](=O)[O-]
Energy relative to the best compared isomer or geometry (same formula, charge and spin), kcal/mol: 134.1
Orbital gap, eV: 9.0
Max |F|, eV/A: 4.58

Each line ends with the Mulliken charge.
Element x y z (Å)
1 C -1.6926 -1.0026 -0.3950  -1.178
2 C -0.4429 -0.6845 -0.3401  0.466
3 N 0.2934 0.2201 0.5500  0.069
4 C -0.5112 1.0552 1.4266  -0.949
5 C 1.4979 0.7937 -0.0852  -1.152
6 N 0.4908 -1.4052 -1.2186  0.828
7 O 1.2118 -2.2641 -0.7389  -0.536
8 O 0.4912 -1.0444 -2.3739  -0.489
9 H -1.9853 -1.7130 -1.0554  0.374
10 H -2.4752 -0.5046 0.0313  0.396
11 H 0.0641 1.6401 2.1719  0.274
12 H -1.0693 1.7631 0.8365  0.400
13 H -1.2308 0.4534 1.9813  0.315
14 H 2.1637 1.2085 0.6062  0.361
15 H 1.9591 0.0150 -0.5920  0.421
16 H 1.2354 1.4691 -0.8049  0.399